Entry 1:
123
Properties=species:S:1:pos:R:3:forces:R:3 method="wB97M-V/def2-TZVPD" smiles="CN(C)P(=O)(N(C)C)N(C)C.CN(C)P(=O)(N(C)C)N(C)C.CN(C)P(=O)(N(C)C)N(C)C.CC#N.CC#N.CC#N.CC#N.CC#N.CC#N" lumo_ha=0.015 relative_energy_kj_mol=1591.28 max_force_ev_per_a=10.23 total_energy_ev=-88621.41685 orbital_gap_ev=8.7
O -5.17011 2.54102 1.00576 2.1 -1.2 0.7
P -4.37221 1.47140 1.71229 0.6 -0.6 0.5
N -5.34719 0.33280 2.47304 1.8 0.1 -1.0
C -6.10313 0.58351 3.67068 -0.1 -0.5 0.0
C -5.90189 -0.74025 1.63303 0.2 0.7 0.9
N -3.36550 2.02048 3.00130 -0.5 -0.1 0.0
C -2.72410 3.29581 2.79093 -0.9 1.1 -1.2
C -2.62654 1.17566 3.93632 -1.5 -0.1 -0.3
N -3.20331 0.56338 0.77557 -1.5 1.5 -0.5
C -2.78822 1.06239 -0.56414 -2.0 -1.4 0.2
C -2.68232 -0.76265 1.03989 0.1 0.9 0.7
H -5.71311 1.41829 4.25302 0.0 -0.1 -0.1
H -6.04123 -0.36650 4.20150 -0.1 0.2 0.8
H -7.15816 0.72023 3.43340 -0.2 0.4 0.1
H -6.57201 -1.30168 2.28405 -0.2 -0.1 -0.2
H -5.10282 -1.42599 1.35131 -0.3 0.1 -0.6
H -6.46391 -0.24487 0.84131 0.0 -0.7 -0.5
H -2.37868 3.39780 1.76215 0.0 -0.1 0.0
H -3.49969 4.05447 2.89575 0.3 0.4 0.2
H -1.84248 3.54756 3.38040 -0.2 -0.5 0.5
H -2.57435 1.73809 4.86854 0.4 -0.2 0.1
H -3.22011 0.27625 4.10018 0.2 -0.2 0.2
H -1.64779 0.91239 3.53527 -0.2 -0.1 1.1
H -3.36643 1.95001 -0.82087 0.4 0.2 0.1
H -1.70799 1.14870 -0.68136 -0.3 0.2 -0.2
H -3.15842 0.26935 -1.21387 0.3 0.1 -0.8
H -2.87840 -1.01725 2.08145 -0.3 -0.4 -0.1
H -1.59542 -0.76693 0.95781 -1.5 0.6 0.0
H -3.03090 -1.50624 0.32320 -0.4 -0.3 0.0
O 2.62411 2.60333 0.08318 -1.4 1.1 0.0
P 1.35429 3.23230 0.57323 -2.4 -0.2 1.0
N 1.56943 4.73757 1.34124 -0.6 -1.2 1.2
C 0.60593 5.32276 2.31630 0.4 0.0 -0.6
C 2.34780 5.69697 0.60453 0.6 -0.3 -0.8
N 0.49353 2.22087 1.73024 0.8 1.7 -0.5
C -0.65044 1.37905 1.42203 0.1 0.6 -1.3
C 1.22026 1.86450 2.96603 0.0 3.1 -0.2
N 0.14897 3.60673 -0.61201 1.4 -1.7 0.6
C -1.00837 4.47700 -0.42048 0.5 -0.9 0.2
C 0.41962 3.20458 -1.98092 0.3 0.1 -0.4
H -0.36711 5.51608 1.86471 -0.1 0.0 0.1
H 1.00772 6.28507 2.63352 0.1 0.0 -0.1
H 0.46332 4.76384 3.24115 0.2 -0.5 -0.3
H 2.85134 6.39598 1.27232 -0.2 0.1 -0.1
H 1.78456 6.19820 -0.18264 -0.4 0.5 0.2
H 3.11193 5.17740 0.02639 0.3 -0.2 0.3
H -1.43832 1.81433 0.80730 1.0 0.7 0.7
H -0.29561 0.49176 0.89774 -0.8 1.3 -0.5
H -1.12717 0.99129 2.32230 0.7 0.7 -1.0
H 1.56984 2.81082 3.37880 0.5 0.1 0.2
H 0.52749 1.37307 3.64915 0.5 1.2 0.2
H 2.02914 1.16705 2.74837 0.3 1.0 0.9
H -0.62074 5.49573 -0.42261 -0.8 0.3 0.0
H -1.72421 4.22382 -1.20252 0.2 0.6 -0.3
H -1.59063 4.21197 0.46203 0.5 0.4 0.3
H 1.46555 3.41913 -2.20022 0.0 0.0 -0.4
H -0.24106 3.74663 -2.65752 0.2 0.3 0.0
H 0.25674 2.15666 -2.23284 -0.1 -0.3 0.4
O 0.41404 -1.64156 -4.25335 2.6 1.8 -1.9
P 1.81129 -1.22793 -3.90814 3.7 0.2 -0.8
N 2.58044 -0.14155 -5.01498 0.4 -0.1 -0.3
C 4.06804 -0.00071 -5.28420 -1.2 -1.0 1.1
C 1.73648 0.93000 -5.62761 0.0 -1.1 0.0
N 2.95000 -2.58416 -3.83245 -1.1 2.3 -1.1
C 2.83055 -3.55369 -4.94833 -0.3 0.0 0.7
C 3.27276 -3.18519 -2.54954 -0.3 -0.1 -1.5
N 2.11833 -0.40128 -2.43885 -0.9 -0.9 -0.7
C 1.04395 -0.39278 -1.44046 2.1 1.7 -1.2
C 3.41546 0.18259 -2.06618 -0.4 -1.0 -1.5
H 4.50769 0.56937 -4.46577 0.2 0.6 -0.5
H 4.29487 0.38358 -6.27866 -0.4 0.3 0.2
H 4.57563 -0.96338 -5.22329 -0.3 -0.3 0.0
H 1.06342 1.47992 -4.96984 0.0 -0.3 0.6
H 1.12318 0.39585 -6.35330 -0.2 0.6 -0.3
H 2.32140 1.71980 -6.09899 0.3 -0.4 -0.1
H 1.81694 -3.95020 -5.00722 -0.2 0.0 -0.1
H 3.10025 -3.14019 -5.92012 0.0 0.2 0.1
H 3.45718 -4.42487 -4.75733 0.3 0.2 0.1
H 2.50624 -3.91982 -2.30284 1.0 0.2 -1.4
H 4.26067 -3.63560 -2.64582 0.0 -0.3 0.3
H 3.27271 -2.50404 -1.69859 0.3 0.5 -0.9
H 0.24671 0.13105 -1.96782 -0.4 0.2 0.9
H 0.70948 -1.38626 -1.14175 2.5 1.9 -1.3
H 1.32083 0.16204 -0.54401 0.4 0.5 -0.4
H 3.63594 -0.21563 -1.07578 0.6 0.2 -2.0
H 3.41014 1.26955 -2.14752 -0.1 0.1 0.5
H 4.18202 -0.16449 -2.75902 0.0 -0.2 0.2
C 0.05787 -1.56652 0.72988 0.2 -0.4 0.8
C 0.47995 -0.81624 1.88886 -2.5 -5.5 -6.6
N 0.73263 -0.19983 2.75327 1.8 -0.2 6.5
H -0.81367 -2.21348 0.82969 0.8 0.6 0.6
H 0.94919 -2.15951 0.52495 -1.4 -0.2 0.1
H -0.04356 -0.90236 -0.12844 -1.0 -0.1 1.8
C -0.48990 -2.16068 -2.17017 -1.3 1.8 -2.5
C -1.72357 -2.90294 -2.38048 -2.4 0.1 -0.8
N -2.74999 -3.44362 -2.47317 1.1 0.9 -0.5
H -0.54064 -1.18873 -2.66093 -0.8 -0.7 0.2
H 0.24540 -2.68865 -2.77735 0.0 -0.3 1.0
H -0.21585 -2.12986 -1.11563 -1.5 0.5 -2.7
C 3.22517 -0.11340 0.92677 1.2 1.1 0.9
C 2.85928 -1.42623 0.54252 -0.4 -3.9 0.0
N 2.49608 -2.50121 0.22224 3.6 7.0 3.7
H 2.48443 0.47086 1.47268 0.0 -0.4 -1.0
H 3.53968 0.33675 -0.01481 -0.3 1.2 1.9
H 4.07952 -0.08781 1.60319 0.3 -0.5 0.0
C -0.02292 -2.19815 4.49348 1.2 0.1 0.2
C -0.00802 -3.07066 3.29373 -0.9 -0.7 -0.8
N -0.07505 -3.68049 2.29854 0.7 1.8 3.4
H 0.51453 -2.63045 5.33749 -0.5 -0.5 0.0
H -0.95630 -1.73052 4.80685 -0.4 -0.8 -0.3
H 0.58610 -1.32350 4.26506 0.0 -0.3 -0.1
C 1.79429 -4.39515 -0.61426 0.5 -2.2 0.6
C 2.15625 -5.00766 0.66402 0.6 -0.5 0.1
N 2.47128 -5.49489 1.66028 -0.2 0.2 -0.3
H 1.74347 -5.15704 -1.39211 -0.9 -0.4 0.2
H 2.55211 -3.66329 -0.89386 -1.0 -2.5 0.7
H 0.89934 -3.82520 -0.36468 0.9 -0.6 -1.0
C -1.17790 -5.52441 0.94053 -0.8 -0.7 -0.3
C -1.01540 -4.42933 -0.03035 0.0 -0.2 0.9
N -0.82402 -3.49467 -0.68789 -2.5 -8.0 5.8
H -1.99704 -5.26406 1.61083 -0.4 0.1 -0.3
H -0.39120 -5.68452 1.67780 0.5 0.1 -0.9
H -1.41967 -6.45470 0.42650 -0.1 0.0 0.0

---

Entry 2:
61
Properties=species:S:1:pos:R:3:forces:R:3 method="wB97M-V/def2-TZVPD" lumo_ha="0.010 / -0.050" s2=0.76 max_force_ev_per_a=4.53 total_energy_ev=-43071.10516 orbital_gap_ev="6.5 / 4.8" spin_multiplicity=2
Mg -0.46583 0.80536 -0.29278 0.3 0.2 -2.6
C -2.19577 0.34409 -4.44745 0.3 1.9 0.4
C -1.98876 -0.34639 -3.09532 0.5 0.4 0.7
O -1.72675 0.41772 -1.92225 -0.6 -1.0 -1.5
H -3.08379 0.96116 -4.58439 -0.9 -0.7 0.3
H -2.07949 -0.35051 -5.27937 0.0 0.0 0.0
H -1.50704 1.18614 -4.51591 0.9 -0.3 -0.3
H -1.18861 -1.04109 -3.35077 1.1 -0.2 0.3
H -2.79827 -1.07612 -3.07817 -0.9 0.0 1.0
C 1.83596 0.85404 -3.47459 -1.3 0.4 0.5
C 1.72132 1.97939 -2.40505 0.2 -1.4 1.2
O 1.09370 1.57966 -1.20985 0.6 0.6 -0.6
H 1.15948 0.03961 -3.21543 0.0 -0.1 0.3
H 2.86681 0.49993 -3.48230 -0.1 -0.1 -0.7
H 1.39235 1.21557 -4.40228 0.8 -0.1 -0.5
H 1.38233 2.91884 -2.84165 -0.8 0.1 -0.1
H 2.78119 2.18126 -2.25002 0.5 0.4 0.7
C -0.56169 4.67049 0.51717 1.2 -0.3 1.0
C -1.69715 3.67209 0.66032 -0.6 -0.1 -1.9
O -1.64519 2.49556 -0.08465 0.4 1.1 1.8
H -0.65199 5.55504 1.14766 -1.0 0.4 -0.4
H -0.32841 4.91314 -0.51956 -0.2 0.0 0.1
H 0.37103 4.35804 0.98676 0.2 -1.0 -0.4
H -2.55745 4.14546 0.18714 -0.6 0.4 -0.5
H -2.18481 3.53333 1.62523 0.6 -0.4 0.6
O -1.89114 -0.14569 0.88712 -2.1 -2.4 1.6
C -2.41001 -1.14486 1.39016 0.6 1.8 -0.8
O -3.74431 -1.47168 1.24656 1.4 0.9 -0.6
C -4.01557 -2.76569 1.78294 -0.4 0.6 1.0
C -2.87404 -3.04008 2.70283 1.3 -1.7 1.1
C -1.70256 -2.21369 2.21866 -0.7 0.4 -0.8
H -4.20189 -3.51717 1.01571 0.0 0.3 -0.1
H -4.83346 -2.65929 2.49557 -0.7 -0.1 -0.9
H -2.59858 -4.09469 2.70257 -0.1 -0.1 0.0
H -3.19586 -2.85561 3.72778 0.4 0.4 0.0
H -1.15053 -2.76618 1.45833 0.3 -0.1 0.1
H -1.00382 -1.81092 2.95190 -0.2 0.1 -0.1
O 0.41213 -1.05616 -0.25843 1.8 -4.1 -0.2
C 0.85696 -2.19619 -0.53818 -3.1 2.8 -1.1
O 1.50816 -2.95627 0.27229 1.6 0.7 2.8
C 1.91899 -4.17445 -0.29706 -0.2 -1.6 0.3
C 1.83740 -4.01544 -1.76425 -1.2 0.0 -1.6
C 0.68173 -2.96331 -1.85304 1.5 1.8 -0.3
H 1.15754 -4.89993 -0.01076 0.2 -0.3 0.3
H 2.89606 -4.49697 0.06269 -0.1 0.4 0.3
H 1.56866 -4.95624 -2.24464 -0.2 0.0 0.1
H 2.78226 -3.76186 -2.24492 -0.2 0.7 0.1
H -0.34453 -3.25849 -2.07155 0.2 -0.3 0.3
H 0.89984 -2.11969 -2.50790 -0.1 -0.4 -0.8
O 0.49576 1.26954 1.58742 0.0 0.4 0.6
C 1.33439 1.63642 2.37234 0.5 -1.5 -1.1
O 1.05511 1.70388 3.67880 -1.2 0.4 0.0
C 2.15992 2.03395 4.46693 2.0 -0.5 0.3
C 3.34046 2.20779 3.48726 0.9 0.0 0.3
C 2.79019 2.03968 2.08207 -1.6 0.6 0.3
H 2.38007 1.20210 5.13602 -0.2 -0.2 0.0
H 2.07763 2.89491 5.13031 -0.8 0.2 -0.5
H 4.06415 1.39960 3.59304 0.0 0.0 0.4
H 3.87073 3.12412 3.74659 0.0 0.1 -0.5
H 3.40290 1.40529 1.44156 -0.7 -0.3 0.0
H 2.53206 2.91145 1.48085 0.8 0.6 0.0

---

Entry 3:
70
Properties=species:S:1:pos:R:3:forces:R:3 method="wB97M-V/def2-TZVPD" smiles="O=C1OC[C@@H](F)O1.O=C1OC[C@@H](F)O1.O=C1OC[C@@H](F)O1.O=C1OC[C@@H](F)O1.O=C1OC[C@@H](F)O1.O=C1OC[C@@H](F)O1.O=C1OC[C@@H](F)O1" lumo_ha=-0.014 relative_energy_kj_mol=47.37 max_force_ev_per_a=1.98 total_energy_ev=-84138.69272 orbital_gap_ev=11.1
C 3.09100 3.01284 1.57119 -0.8 0.2 -0.5
C 2.70761 3.83910 0.34566 0.2 -0.7 -0.6
O 3.71059 3.51480 -0.59396 -0.1 0.2 0.3
C 4.72405 2.84237 0.02385 0.4 -0.2 -0.1
O 5.70530 2.45725 -0.51109 0.0 0.2 -0.1
O 4.43384 2.64016 1.32454 0.0 0.2 0.4
F 2.71160 5.17757 0.58660 0.1 0.1 0.0
H 2.47103 2.11665 1.59003 0.1 -0.1 0.2
H 2.92493 3.59574 2.47360 0.5 -0.1 0.1
H 1.77328 3.55325 -0.12555 -0.2 0.3 0.3
C 1.74367 -5.17716 -0.18884 -0.6 0.3 0.1
C 0.23157 -5.05481 -0.39193 0.4 -0.6 -1.4
O -0.27887 -5.94538 0.55469 -0.3 0.2 0.4
C 0.63886 -6.12639 1.54044 0.1 -0.2 -0.3
O 0.45786 -6.71625 2.54734 -0.1 0.1 0.2
O 1.81643 -5.54313 1.19284 0.1 0.3 0.1
F -0.08307 -5.51387 -1.65115 0.0 -0.1 0.2
H 2.23638 -4.23807 -0.42900 0.3 -0.1 0.4
H 2.16304 -6.00499 -0.75654 -0.1 0.1 -0.3
H -0.22641 -4.06990 -0.34398 0.1 0.0 0.5
C 1.31967 4.91118 -3.08604 -0.3 0.5 0.1
C 2.55738 5.79041 -3.11113 0.5 -0.2 0.1
O 2.06233 7.08670 -3.21627 -0.1 0.0 -0.3
C 0.77180 7.04677 -3.67858 0.1 -0.1 0.2
O 0.14779 7.98953 -4.01719 -0.1 0.2 -0.1
O 0.32445 5.77943 -3.64965 -0.1 -0.2 -0.1
F 3.28645 5.46077 -4.22853 0.0 0.2 -0.4
H 0.97421 4.64310 -2.09072 0.2 -0.1 0.1
H 1.42075 4.04037 -3.71973 0.1 -0.1 0.1
H 3.27868 5.75976 -2.29974 -0.3 -0.2 0.3
C -0.59410 -0.41741 -0.47461 -0.1 -0.7 0.7
C 0.15723 0.51212 0.47225 -0.5 0.5 0.2
O 0.41540 1.65563 -0.31096 1.0 -0.6 -0.1
C 0.15978 1.38015 -1.62421 -1.8 0.8 0.0
O 0.32991 2.15050 -2.51092 0.6 -0.3 0.1
O -0.61466 0.28404 -1.70662 0.6 -0.4 -0.2
F 1.31445 -0.09500 0.88306 0.2 0.2 -0.1
H -1.58471 -0.72358 -0.14213 -0.2 0.5 -0.1
H -0.05222 -1.36261 -0.53716 0.2 0.2 -0.3
H -0.33877 0.90405 1.35782 -0.2 -0.5 0.1
C -4.53080 -3.16540 2.87317 1.0 -0.4 -0.9
C -3.51043 -3.88910 3.76291 -0.4 0.6 0.6
O -2.45374 -4.19823 2.87812 0.5 0.1 0.1
C -2.47607 -3.32607 1.85835 -0.4 0.2 0.2
O -1.57702 -3.09900 1.10695 0.2 -0.2 -0.1
O -3.65476 -2.69931 1.81122 -0.2 0.3 -0.1
F -3.93141 -5.03254 4.33427 -0.3 -0.1 -0.3
H -4.95566 -2.26606 3.29847 -0.3 -0.2 0.3
H -5.23150 -3.85421 2.40438 -0.3 0.1 0.3
H -3.17577 -3.22300 4.55964 0.4 -0.2 0.0
C -3.03576 3.38213 -3.89951 0.8 -0.1 1.7
C -3.27701 2.19700 -2.96093 -0.1 -0.1 -0.2
O -3.76056 1.21523 -3.83374 0.3 -0.1 0.4
C -4.00741 1.74867 -5.06275 -0.1 0.6 0.6
O -4.40518 1.13700 -5.97608 -0.4 -0.6 -0.9
O -3.76636 3.07980 -5.05583 0.2 0.0 -0.1
F -4.19936 2.42812 -1.97535 -0.4 0.2 -0.1
H -1.95086 3.39922 -4.03546 -0.1 0.2 -0.7
H -3.31004 4.31300 -3.40972 -0.4 0.1 -0.4
H -2.40224 1.84043 -2.42682 0.2 -0.1 -0.3
C 1.25941 -2.62475 3.02157 0.7 0.3 0.1
C 1.93551 -3.67406 3.89567 -0.8 0.3 0.4
O 1.04582 -3.80243 4.99091 -0.1 0.0 -0.1
C -0.08298 -3.10229 4.76777 -0.1 0.0 -0.4
O -1.01447 -3.04731 5.49593 -0.2 0.0 0.3
O -0.04602 -2.48621 3.55482 0.1 -0.3 0.1
F 3.10372 -3.17788 4.36944 0.3 -0.3 -0.1
H 1.29612 -2.89907 1.97026 -0.5 0.1 0.0
H 1.78106 -1.67833 3.17802 0.1 0.0 -0.2
H 2.04528 -4.65102 3.43661 0.5 0.0 0.1